DFT (the ωB97M-V functional and the def2-TZVPD basis) results for one molecule with the formula C12H20BIN2O4.

CARTESIAN COORDINATES (ANGSTROEM)
I1 5.857 1.128 0.616
O1 2.708 -2.262 -1.496
O2 -2.722 0.828 -3.465
O3 -1.699 -0.337 2.614
O4 3.908 -1.568 0.322
N1 0.268 -1.030 0.089
N2 -2.101 -0.836 -0.491
C1 1.296 1.016 -1.401
C2 3.372 1.680 0.201
C3 -1.570 -2.704 1.235
C4 1.474 -1.557 0.791
C5 0.116 0.080 -0.866
C6 -1.379 0.205 -1.230
C7 1.799 1.908 -0.153
C8 -1.092 -1.520 0.267
C9 2.752 -1.783 -0.144
C10 -2.375 2.816 -1.689
C11 -1.790 -1.843 2.720
C12 -3.201 -0.915 2.765
B1 -2.172 1.263 -2.197
H1 3.449 0.877 1.028
H2 -0.769 -3.487 1.448
H3 0.925 1.679 -2.254
H4 -3.441 -0.448 1.735
H5 1.207 1.567 0.787
H6 2.123 0.305 -1.787
H7 -3.438 0.176 -3.249
H8 3.773 2.647 0.665
H9 -2.288 2.858 -0.534
H10 -3.327 -0.190 3.657
H11 1.778 -0.744 1.560
H12 1.288 -2.506 1.401
H13 3.980 1.325 -0.703
H14 -2.595 -3.132 0.981
H15 -3.118 -0.954 -0.550
H16 -1.453 -2.386 3.738
H17 1.927 -1.884 -1.964
H18 1.505 3.000 -0.336
H19 -1.561 3.517 -2.125
H20 -3.417 3.211 -1.986

Output
E_HOMO = -4.71 eV
gap between HOMO and LUMO = 3.370 eV
multiplicity = 1
charge = 0
DFT total energy = -32705.599 eV
lowest unoccupied orbital energy = -1.3 eV

Results of the natural (NBO) charge analysis, in e, for atoms 1 through 4: number 1, I, carries -0.8168; number 2, O, carries -0.6808; number 3, O, carries -0.8997; number 4, O, carries -0.5476



DFT (the ωB97M-V functional and the def2-TZVPD basis) results for C12H20BMgNO15 as an isolated structure.

CARTESIAN COORDINATES (ANGSTROEM)
Mg1 0.297 0.580 0.981
O1 1.427 0.051 -4.436
O2 1.535 2.012 1.333
O3 -0.967 -0.744 0.364
O4 2.048 2.010 -3.362
O5 0.239 -0.827 -2.573
O6 3.420 3.017 1.350
O7 0.735 0.752 -0.976
O8 0.669 -4.444 -4.930
O9 1.282 -2.380 -4.219
O10 1.577 4.021 1.494
O11 1.318 -0.963 1.286
O12 -0.607 -1.226 -4.787
O13 -1.651 -2.956 -5.949
O14 -1.094 1.907 0.713
O15 -0.468 0.523 2.752
N1 2.189 3.013 1.442
C1 -1.399 2.675 -0.483
C2 1.047 -2.066 0.477
C3 -1.499 2.627 1.941
C4 -0.560 -0.424 3.777
C5 2.709 -0.950 1.743
C6 -0.453 -2.068 0.138
C7 -1.510 1.529 3.005
C8 1.566 0.911 -3.356
C9 -0.774 -2.503 -5.238
C10 0.806 0.308 -2.134
C11 -2.374 -0.805 0.293
C12 0.484 -3.248 -4.833
B1 0.595 -1.067 -3.987
H1 2.809 -1.635 2.585
H2 0.119 -1.270 3.675
H3 -2.799 -1.159 1.233
H4 3.378 -1.123 0.900
H5 -0.522 3.292 -0.682
H6 -0.795 3.452 2.048
H7 -2.466 3.129 1.964
H8 -2.302 3.282 -0.421
H9 -1.594 1.971 -1.291
H10 -1.540 2.015 3.980
H11 -2.639 -1.451 -0.543
H12 -1.547 -0.754 4.101
H13 1.270 -2.884 1.162
H14 -0.024 0.101 4.567
H15 -0.640 -2.443 -0.869
H16 -0.797 -2.789 0.879
H17 -2.515 1.111 2.937
H18 3.124 0.028 1.986
H19 -2.896 0.151 0.250
H20 1.791 -2.286 -0.288

Output
relative energy (zero: lowest compared OMol25 entry of this formula, charge and spin) = 53.3 kJ/mol
<S²> = 0.757
E_HOMO (spin up / spin down) = -11.41 / -11.41 eV
gap between HOMO and LUMO (spin up / spin down) = 6.458 / 2.143 eV
multiplicity = 2
charge = +1
DFT total energy = -51083.970 eV
lowest unoccupied orbital energy (spin up / spin down) = -4.9 / -9.3 eV

Results of the natural (NBO) charge analysis, in e, for atoms 1 through 4: number 1, Mg, carries 1.7677; number 2, O, carries -0.6137; number 3, O, carries -0.4490; number 4, O, carries -0.6301



DFT (the ωB97M-V functional and the def2-TZVPD basis) results for a 5-piece molecular cluster, C12H20Br6O6 overall.

CARTESIAN COORDINATES (ANGSTROEM)
Br1 -0.962 -4.222 0.307
Br2 1.573 -2.194 -5.684
Br3 -0.264 -2.816 4.744
Br4 -4.555 -3.417 2.644
Br5 1.694 1.596 -3.255
Br6 -4.146 -0.062 1.640
O1 1.936 -0.867 -0.603
O2 0.548 0.829 -0.297
O3 3.253 3.745 -0.052
O4 1.036 -0.360 1.522
O5 1.497 4.304 1.131
O6 3.172 2.932 2.112
C1 2.631 3.594 1.133
C2 -0.260 -3.369 1.949
C3 1.261 -0.204 -3.764
C4 -4.498 -2.873 0.686
C5 -0.784 -3.942 3.278
C6 0.023 0.620 1.906
C7 2.565 4.561 -0.923
C8 2.169 -0.471 -4.935
C9 1.274 4.925 -0.158
C10 -3.653 -1.631 0.471
C11 -0.521 1.015 0.517
C12 1.248 -0.192 0.171
H1 -5.499 -2.680 0.301
H2 1.479 -0.818 -2.891
H3 0.444 4.474 -0.703
H4 3.194 5.409 -1.196
H5 3.228 -0.609 -4.719
H6 -0.797 2.065 0.421
H7 -0.501 -2.306 1.967
H8 2.327 4.037 -1.849
H9 -2.573 -1.680 0.615
H10 0.221 -0.150 -4.085
H11 -0.729 0.261 2.608
H12 0.819 -3.521 1.986
H13 2.155 0.199 -5.795
H14 -1.390 0.455 0.174
H15 -0.469 -4.955 3.529
H16 -1.867 -4.067 3.252
H17 -3.719 -1.333 -0.575
H18 0.462 1.538 2.298
H19 1.176 6.010 -0.137
H20 -4.198 -3.831 0.261

Output
E_HOMO = -10.15 eV
gap between HOMO and LUMO = 10.227 eV
SMILES string = O=C1OCCO1.O=C1OCCO1.BrCCBr.BrCCBr.BrCCBr
multiplicity = 1
charge = 0
DFT total energy = -445307.260 eV
lowest unoccupied orbital energy = 0.1 eV

Results of the natural (NBO) charge analysis, in e, for atoms 1 through 4: number 1, Br, carries -0.0213; number 2, Br, carries -0.0458; number 3, Br, carries 0.0158; number 4, Br, carries -0.0471



DFT (the ωB97M-V functional and the def2-TZVPD basis) results for C12H20CuN3O as an isolated structure.

CARTESIAN COORDINATES (ANGSTROEM)
Cu1 0.428 0.116 -2.881
O1 1.623 -0.200 -1.358
N1 0.775 0.175 0.784
N2 1.959 0.573 -3.983
N3 1.116 0.911 1.867
C1 -2.266 -0.430 -2.916
C2 -2.544 -2.405 0.824
C3 2.861 2.501 2.598
C4 1.678 0.417 -0.206
C5 -2.678 -1.088 1.286
C6 2.599 1.349 0.299
C7 -0.356 -0.685 0.765
C8 2.231 1.617 1.592
C9 0.515 0.695 3.161
C10 -0.221 -1.991 0.276
C11 -1.591 -0.215 1.227
C12 -1.321 -2.850 0.305
H1 -1.931 -1.289 -3.606
H2 1.046 1.332 3.869
H3 3.436 1.755 -0.249
H4 -2.314 0.632 -3.344
H5 0.742 -2.313 -0.122
H6 3.382 1.935 3.382
H7 0.604 -0.350 3.489
H8 -2.076 -0.539 -1.793
H9 2.003 1.595 -4.018
H10 -3.626 -0.728 1.688
H11 2.686 0.185 -3.348
H12 -1.693 0.827 1.536
H13 -3.399 -3.085 0.861
H14 -1.214 -3.863 -0.081
H15 -0.540 0.984 3.159
H16 -4.461 -0.927 -2.762
H17 2.133 3.168 3.077
H18 1.957 0.138 -4.902
H19 3.605 3.127 2.093
H20 -5.149 -1.075 -2.570

Output
relative energy (zero: lowest compared OMol25 entry of this formula, charge and spin) = 163.1 kJ/mol
<S²> = 0.771
E_HOMO (spin up / spin down) = 0.11 / -2.10 eV
gap between HOMO and LUMO (spin up / spin down) = 2.999 / 5.074 eV
multiplicity = 2
charge = -1
DFT total energy = -63921.062 eV
lowest unoccupied orbital energy (spin up / spin down) = 3.1 / 3.0 eV

Results of the natural (NBO) charge analysis, in e, for atoms 1 through 4: number 1, Cu, carries 0.6561; number 2, O, carries -0.9170; number 3, N, carries -0.2381; number 4, N, carries -1.1542



DFT (the ωB97M-V functional and the def2-TZVPD basis) results for C12H20CuSb2 as an isolated structure.

CARTESIAN COORDINATES (ANGSTROEM)
Sb1 0.262 0.973 -2.339
Sb2 1.930 -1.006 1.331
Cu1 0.067 -0.127 -0.096
C1 2.681 0.040 3.009
C2 3.373 -2.909 -1.421
C3 3.082 -3.676 -2.534
C4 2.630 -0.908 -2.537
C5 2.153 -3.003 1.971
C6 3.153 -1.530 -1.391
C7 3.501 -0.804 -0.120
C8 2.565 -3.062 -3.666
C9 2.349 0.566 -2.645
C10 0.148 3.072 -2.570
C11 2.352 -1.696 -3.656
C12 -0.607 0.326 -4.148
H1 0.572 3.580 -1.707
H2 3.666 0.263 -0.259
H3 4.408 -1.219 0.323
H4 -0.016 0.727 -4.970
H5 2.651 1.114 2.842
H6 1.976 -1.214 -4.552
H7 3.709 -0.276 3.178
H8 2.612 0.936 -3.636
H9 3.273 -4.740 -2.524
H10 2.080 -0.204 3.882
H11 -0.893 3.366 -2.681
H12 -1.620 0.719 -4.204
H13 2.894 1.167 -1.918
H14 -0.636 -0.758 -4.203
H15 0.700 3.351 -3.466
H16 3.804 -3.388 -0.549
H17 3.206 -3.175 2.189
H18 1.812 -3.697 1.208
H19 1.566 -3.143 2.877
H20 2.347 -3.639 -4.554

Output
relative energy (zero: lowest compared OMol25 entry of this formula, charge and spin) = 0.0 kJ/mol
E_HOMO = -11.67 eV
gap between HOMO and LUMO = 8.578 eV
multiplicity = 1
charge = +1
DFT total energy = -70476.597 eV
lowest unoccupied orbital energy = -3.1 eV

Results of the natural (NBO) charge analysis, in e, for atoms 1 through 4: number 1, Sb, carries 1.0046; number 2, Sb, carries 1.0042; number 3, Cu, carries 0.4399; number 4, C, carries -0.9703



DFT (the ωB97M-V functional and the def2-TZVPD basis) results for one molecule with the formula C12H20N2.

CARTESIAN COORDINATES (ANGSTROEM)
N1 -2.371 -1.659 0.686
N2 1.324 1.670 -1.464
C1 0.368 -0.761 -0.389
C2 -1.329 -1.003 1.444
C3 -3.576 0.462 0.585
C4 -4.080 0.811 3.256
C5 3.594 1.353 -1.769
C6 -2.854 -0.496 -0.192
C7 4.443 0.438 -1.288
C8 0.188 -1.290 1.027
C9 0.739 0.847 -0.290
C10 5.252 -0.503 -0.963
C11 2.221 1.032 -2.432
C12 -3.798 0.669 1.897
H1 0.299 1.875 -1.888
H2 -4.663 0.034 3.633
H3 -1.858 -0.001 -0.449
H4 2.279 -0.056 -2.499
H5 6.012 -0.944 -1.521
H6 -0.062 1.286 0.139
H7 -4.198 1.040 -0.169
H8 -1.686 0.057 1.450
H9 -3.340 -0.754 -1.206
H10 -3.692 1.561 3.993
H11 -1.986 -2.284 -0.284
H12 -1.552 -1.326 2.542
H13 2.193 1.544 -3.353
H14 1.762 0.794 0.397
H15 0.205 -2.441 1.052
H16 0.806 -0.908 1.761
H17 3.706 2.443 -1.767
H18 -0.539 -1.160 -1.069
H19 4.888 -1.108 -0.093
H20 1.301 -1.220 -0.776

Output
relative energy (zero: lowest compared OMol25 entry of this formula, charge and spin) = 927.0 kJ/mol
E_HOMO = -8.90 eV
gap between HOMO and LUMO = 9.625 eV
SMILES string = C=C=CCNCCCCNCC=C=C
multiplicity = 1
charge = 0
DFT total energy = -15739.580 eV
lowest unoccupied orbital energy = 0.7 eV

Results of the natural (NBO) charge analysis, in e, for atoms 1 through 4: number 1, N, carries -0.5977; number 2, N, carries -0.6201; number 3, C, carries -0.4438; number 4, C, carries -0.2541



DFT (the ωB97M-V functional and the def2-TZVPD basis) results for a 2-piece molecular cluster, C12H20N2O4 overall.

CARTESIAN COORDINATES (ANGSTROEM)
O1 -3.452 -0.987 -1.213
O2 3.329 1.650 0.178
O3 -0.128 -1.001 1.612
O4 1.454 0.284 2.439
N1 -2.581 -0.229 3.363
N2 -5.784 -0.054 1.073
C1 -1.821 -0.137 -2.839
C2 -3.394 -0.380 0.035
C3 3.393 -0.740 -0.123
C4 4.032 0.592 -0.474
C5 -0.357 1.481 1.528
C6 0.397 0.229 1.872
C7 -4.739 -0.208 0.607
C8 -2.516 -1.226 0.975
C9 5.508 0.621 -0.111
C10 -3.260 -0.121 -2.330
C11 -1.030 -1.160 0.538
C12 -2.669 -0.767 2.344
H1 -1.825 -0.060 -3.914
H2 3.867 -1.573 -0.646
H3 3.458 -0.923 0.952
H4 0.389 2.234 1.329
H5 -0.788 -2.118 0.102
H6 3.919 0.785 -1.542
H7 -3.595 0.885 -2.103
H8 6.060 -0.163 -0.632
H9 -0.937 1.796 2.382
H10 2.333 -0.728 -0.381
H11 -1.366 -1.069 -2.539
H12 -1.252 0.681 -2.413
H13 -3.905 -0.499 -3.110
H14 -2.955 0.613 -0.017
H15 5.637 0.474 0.965
H16 5.947 1.585 -0.367
H17 -0.898 -0.425 -0.242
H18 -2.863 -2.249 0.918
H19 3.379 1.496 1.129
H20 -0.990 1.410 0.656

Output
relative energy (zero: lowest compared OMol25 entry of this formula, charge and spin) = 251.2 kJ/mol
E_HOMO = -10.22 eV
gap between HOMO and LUMO = 10.625 eV
SMILES string = CCO[C@@H](C#N)[C@H](C#N)COC(C)=O.CC(C)O
multiplicity = 1
charge = 0
DFT total energy = -23936.894 eV
lowest unoccupied orbital energy = 0.4 eV

Results of the natural (NBO) charge analysis, in e, for atoms 1 through 4: number 1, O, carries -0.5152; number 2, O, carries -0.7291; number 3, O, carries -0.5002; number 4, O, carries -0.5633



DFT (the ωB97M-V functional and the def2-TZVPD basis) results for one molecule with the formula C12H20N2O5Si.

CARTESIAN COORDINATES (ANGSTROEM)
Si1 -3.385 -0.549 -0.822
O1 1.257 1.173 2.381
O2 4.206 0.896 2.089
O3 -3.156 1.383 1.493
O4 5.720 1.635 -0.438
O5 2.294 0.220 -0.888
N1 -0.958 1.248 1.963
N2 0.364 -0.094 0.579
C1 -3.637 -2.377 -0.562
C2 1.647 -0.611 0.135
C3 3.863 0.011 1.001
C4 3.410 0.844 -0.259
C5 4.667 1.014 -1.219
C6 -3.322 -0.179 -2.638
C7 -0.762 -0.445 -0.210
C8 0.336 0.802 1.697
C9 -5.045 0.243 -0.245
C10 2.669 -0.876 1.242
C11 -1.931 0.029 0.101
C12 -2.101 0.924 1.210
H1 -3.187 -2.816 -1.435
H2 2.855 -2.006 1.462
H3 3.284 1.176 2.345
H4 5.542 1.458 0.525
H5 4.700 -0.643 0.757
H6 -4.678 -2.669 -0.777
H7 2.287 -0.553 2.154
H8 -2.364 -0.634 -2.836
H9 -1.059 1.920 2.711
H10 4.572 1.525 -2.201
H11 -4.144 -0.705 -3.086
H12 3.122 1.848 0.107
H13 -3.371 0.779 -3.011
H14 5.020 0.027 -1.530
H15 -3.116 -2.750 0.306
H16 -5.059 1.228 -0.636
H17 1.272 -1.489 -0.444
H18 -0.625 -1.019 -1.070
H19 -5.954 -0.279 -0.721
H20 -5.234 0.312 0.770

Output
relative energy (zero: lowest compared OMol25 entry of this formula, charge and spin) = 106.2 kJ/mol
E_HOMO = -9.77 eV
gap between HOMO and LUMO = 9.917 eV
SMILES string = C[Si](C)(C)c1cn([C@@H]2C[C@H](O)[C@@H](CO)O2)c(=O)[nH]c1=O
multiplicity = 1
charge = 0
DFT total energy = -33863.604 eV
lowest unoccupied orbital energy = 0.1 eV

Results of the natural (NBO) charge analysis, in e, for atoms 1 through 4: number 1, Si, carries 1.6187; number 2, O, carries -0.6427; number 3, O, carries -0.7245; number 4, O, carries -0.5612